Record 1
C26H30AsCrN2O3S as an isolated structure in a non-equilibrium geometry. Source: the Open Molecules 2025 dataset; level of theory: the ωB97M-V functional and the def2-TZVPD basis.

CARTESIAN COORDINATES (ANGSTROEM)
Cr  -0.533  -0.131  -1.342
C  -3.114  -0.963  3.204
N  -2.713  0.041  2.222
C  -2.712  1.448  2.494
C  -2.004  -0.367  1.152
O  -1.596  0.415  0.337
C  -1.642  -1.819  1.044
O  -1.407  -2.033  -0.333
C  -2.638  -2.346  -0.982
C  -2.731  -1.815  -2.423
O  -1.994  -0.818  -2.668
N  -3.483  -2.368  -3.354
C  -3.407  -1.859  -4.762
C  -4.298  -3.581  -3.058
H  -3.960  -1.515  2.768
H  -3.403  -0.435  4.122
H  -2.249  -1.662  3.595
H  -1.737  1.763  2.765
H  -3.491  1.542  3.291
H  -3.026  2.054  1.639
H  -2.338  -2.564  1.387
H  -0.752  -1.930  1.677
H  -3.458  -1.785  -0.445
H  -2.800  -3.432  -0.945
H  -2.648  -2.429  -5.194
H  -3.102  -0.834  -4.686
H  -4.302  -1.900  -5.304
H  -4.797  -3.619  -2.053
H  -3.652  -4.413  -3.102
H  -5.036  -3.640  -3.843
S  0.658  0.665  -3.254
C  1.706  1.960  -2.674
C  2.019  3.071  -3.441
C  2.716  4.188  -2.962
C  3.154  4.236  -1.631
C  2.815  3.119  -0.843
C  2.150  2.002  -1.344
As  1.494  0.571  -0.218
C  2.925  -0.703  0.067
C  4.190  -0.294  0.362
C  5.119  -1.263  0.733
C  4.857  -2.618  0.924
C  3.552  -3.003  0.635
C  2.588  -2.053  0.191
C  1.322  1.434  1.495
C  0.461  2.530  1.615
C  0.443  3.280  2.817
C  1.055  2.853  3.965
C  1.886  1.696  3.831
C  2.010  1.035  2.654
H  1.781  2.982  -4.507
H  2.834  5.028  -3.533
H  3.602  5.104  -1.189
H  3.077  3.161  0.154
H  4.499  0.696  0.327
H  6.126  -0.929  0.880
H  5.689  -3.289  1.136
H  3.172  -3.995  0.809
H  1.537  -2.315  0.001
H  -0.164  2.871  0.811
H  -0.202  4.187  2.855
H  0.907  3.370  4.863
H  2.472  1.280  4.626
H  2.579  0.138  2.639

Forces on the atoms, in the same order (eV/Å):
Cr 0.16 0.36 -1.62
C 0.94 -0.51 1.18
N 1.32 -1.63 -1.21
C -2.24 0.40 0.79
C -1.97 -0.82 3.21
O 0.50 1.64 -1.86
C 0.26 -0.04 -0.25
O 0.32 -0.63 -0.80
C -1.49 -0.01 0.02
C 1.96 1.13 0.10
O -0.61 -0.63 0.34
N -1.28 -0.35 0.61
C 0.58 0.52 2.45
C -0.26 1.16 0.44
H 0.34 -0.15 0.64
H -0.29 -0.19 -0.39
H -1.57 1.23 -1.15
H 0.77 0.45 0.66
H 0.95 0.59 -0.46
H -0.04 -0.36 0.02
H -0.53 0.04 0.35
H 0.32 -0.21 -0.58
H 0.44 -0.80 -0.42
H -0.08 0.33 0.17
H 1.18 -0.75 -1.22
H 0.27 0.44 -0.14
H -1.45 -0.45 -0.33
H 0.42 0.60 -1.00
H 0.64 -1.26 -0.23
H -0.28 -0.18 0.00
S -0.01 -0.22 -0.13
C -0.01 0.21 1.05
C 0.52 0.08 -1.32
C -0.39 -2.08 2.09
C -1.42 -1.60 -0.50
C 0.17 0.40 -1.78
C -0.13 0.32 0.25
As 0.85 0.26 -0.02
C -1.37 -0.33 0.13
C 0.78 -2.07 0.36
C 0.69 0.17 0.14
C -0.60 0.84 -1.05
C -1.33 0.55 -0.10
C 0.50 -0.21 0.51
C -0.50 0.58 0.71
C 1.04 0.32 0.80
C -1.65 0.44 -0.75
C 1.47 -1.92 -1.62
C -0.75 1.24 1.07
C -0.63 -0.07 -1.35
H -0.18 0.47 0.38
H 0.41 1.81 -1.76
H 0.26 0.21 0.03
H 0.47 -0.10 2.12
H 0.41 1.76 -0.21
H 0.49 0.17 0.18
H -0.53 0.01 0.23
H 0.26 -0.39 -0.13
H 0.59 -0.31 0.06
H 0.02 0.07 -0.45
H 0.52 -0.76 -0.07
H 0.11 0.59 1.22
H -0.04 0.16 0.73
H 0.71 -0.53 -0.14

The frontier orbital gap (spin up / spin down) comes out at 7.00 / 7.27 eV. The energy relative to the best compared isomer or geometry (same formula, charge and spin) comes out at 38.3 kJ/mol. Its LUMO energy (spin up / spin down) is -2.36 / -2.38 eV. As for the charge: +1. As for the spin multiplicity: 5. The calculation puts the total energy at -136660.9329 eV. The value obtained for the HOMO energy (spin up / spin down) is -0.3439 / -0.3547 Ha.



Record 2
A 3-piece molecular cluster, C14H26F6O5Si overall in a non-equilibrium geometry. Source: the Open Molecules 2025 dataset; level of theory: the ωB97M-V functional and the def2-TZVPD basis.

CARTESIAN COORDINATES (ANGSTROEM)
C  -0.986  -2.316  -4.389
C  -0.228  -2.771  -3.159
O  0.934  -1.955  -2.934
C  0.707  -0.788  -2.346
O  -0.358  -0.383  -2.002
C  2.022  -0.050  -2.126
F  2.795  -0.065  -3.208
F  2.719  -0.603  -1.135
F  1.822  1.221  -1.806
H  -0.325  -2.295  -5.257
H  -1.818  -2.989  -4.594
H  -1.381  -1.309  -4.259
H  0.141  -3.786  -3.302
H  -0.863  -2.776  -2.273
C  -0.042  3.018  -0.724
C  -1.291  3.768  -0.311
O  -1.249  5.133  -0.762
C  -1.571  5.326  -2.035
O  -1.882  4.475  -2.805
C  -1.527  6.815  -2.361
F  -0.422  7.391  -1.890
F  -2.569  7.450  -1.825
F  -1.559  7.029  -3.667
H  0.850  3.541  -0.371
H  -0.048  2.010  -0.312
H  0.034  2.945  -1.807
H  -1.358  3.812  0.775
H  -2.193  3.277  -0.675
C  -2.561  -2.042  2.001
C  -1.284  -2.625  1.357
C  -0.454  -3.538  2.299
C  -0.139  -2.875  3.691
Si  1.752  -2.525  3.677
C  2.012  -1.193  2.313
C  3.022  -0.090  2.798
O  2.269  1.047  3.224
H  -3.190  -2.809  2.468
H  -2.324  -1.254  2.724
H  -3.162  -1.563  1.217
H  -1.589  -3.230  0.491
H  -0.663  -1.792  1.003
H  -0.926  -4.520  2.417
H  0.498  -3.739  1.778
H  -0.428  -3.525  4.523
H  -0.603  -1.884  3.772
H  2.370  -3.791  3.223
H  2.254  -2.078  4.985
H  1.050  -0.688  2.148
H  2.291  -1.673  1.367
H  3.702  0.151  1.973
H  3.571  -0.468  3.665
H  2.181  1.586  2.448

Forces on the atoms, in the same order (eV/Å):
C 0.10 0.31 -0.05
C -0.53 -0.47 -0.27
O 0.35 0.13 0.14
C -0.30 -0.87 -0.32
O -0.28 0.56 0.34
C 0.74 0.52 -0.07
F 0.02 -0.18 -0.44
F 0.03 -0.41 0.42
F -0.25 0.19 0.07
H -0.01 -0.13 0.01
H 0.03 -0.03 0.03
H -0.06 -0.06 0.07
H 0.24 0.11 0.04
H 0.09 0.20 0.03
C 0.01 0.29 -0.13
C 0.15 -0.63 0.33
O -0.08 0.37 -0.01
C 0.10 -0.56 0.78
O -0.19 -0.09 -0.65
C 0.13 0.72 -0.26
F 0.36 -0.02 0.22
F -0.39 -0.04 0.28
F -0.05 -0.22 -0.40
H -0.04 -0.03 0.11
H -0.08 0.01 0.00
H -0.11 -0.08 0.02
H -0.01 0.27 -0.04
H 0.03 0.13 -0.17
C 0.14 0.18 -0.57
C -0.43 -0.43 0.57
C 0.17 0.76 0.01
C 1.03 -0.21 -0.58
Si -1.42 0.04 -0.87
C 0.30 -0.09 0.77
C -1.02 -0.86 -0.51
O 0.67 -0.33 0.38
H 0.22 0.10 0.04
H -0.11 -0.28 0.02
H 0.07 -0.10 0.17
H 0.20 0.23 0.04
H -0.06 -0.19 -0.04
H -0.11 0.26 0.08
H -0.26 -0.12 0.04
H -0.12 0.29 -0.09
H -0.16 -0.38 0.20
H 0.30 -0.03 0.22
H 0.21 0.08 0.10
H 0.22 -0.12 0.01
H 0.13 0.15 0.20
H 0.11 0.15 0.32
H 0.18 0.35 -0.18
H -0.27 0.58 -0.41

The frontier orbital gap comes out at 10.39 eV. Its LUMO energy is 0.50 eV. As for the charge: 0. The SMILES is CCOC(=O)C(F)(F)F.CCOC(=O)C(F)(F)F.CCCC[SiH2]CCO. The calculation puts the total energy at -49359.7899 eV. The value obtained for the HOMO energy is -0.3632 Ha.